[1]
Density functional theory data (ωB97M-V with the def2-TZVPD basis set) for one molecule with the formula C4H9N3O in a non-equilibrium geometry.

Its highest occupied orbital energy is -0.30644 Eh. Its net charge is 0. For the gap between HOMO and LUMO, the calculation gives 9.410 eV. The spin multiplicity is 1. Its energy relative to the best compared isomer or geometry (same formula, charge and spin) is 4.841 eV. Its energy is -397.1728 Eh. As for the SMILES: C=CCNN/C=N/O.

Each line ends with the natural charge from an NBO analysis.
Cartesian coordinates (Å):
C 1.82 2.55 0.35  -0.400
C 0.89 2.08 1.18  -0.177
C 0.60 0.73 1.51  -0.272
N 0.81 -0.15 0.45  -0.482
N 0.14 0.15 -0.74  -0.452
C -0.85 -0.73 -1.08  0.203
N -1.12 -1.80 -0.48  -0.245
O -2.16 -2.52 -1.10  -0.577
H 2.57 1.89 -0.02  0.179
H 1.96 3.54 -0.08  0.202
H 0.24 2.92 1.52  0.201
H -0.40 0.70 1.91  0.175
H 1.20 0.41 2.41  0.216
H 0.84 -1.13 0.78  0.385
H 0.75 0.57 -1.45  0.398
H -1.37 -0.55 -1.98  0.172
H -2.07 -3.38 -0.66  0.476



[2]
Density functional theory data (ωB97M-V with the def2-TZVPD basis set) for C13H21N6O6P2SSeV as an isolated structure.

Its highest occupied orbital energy (spin up / spin down) is -0.28029 / -0.28618 Eh. Its net charge is 0. Its expectation value of S² is 2.02. For the gap between HOMO and LUMO (spin up / spin down), the calculation gives 7.186 / 7.186 eV. The spin multiplicity is 3. Its energy relative to the best compared isomer or geometry (same formula, charge and spin) is 0.000 eV. Its energy is -5714.6504 Eh.

Each line ends with the natural charge from an NBO analysis.
Cartesian coordinates (Å):
V 0.11 1.10 -0.85  1.178
C 0.49 -4.77 -0.35  -0.615
C 0.73 -4.31 -1.78  -0.217
N -0.07 -3.14 -2.12  -0.579
C 0.27 -1.90 -1.75  0.346
S -0.81 -0.60 -2.27  -0.209
N 1.38 -1.73 -1.08  -0.445
N 1.57 -0.45 -0.69  -0.281
C 2.65 -0.19 -0.02  0.246
C 3.63 -1.26 0.31  -0.672
C 2.79 1.20 0.44  0.181
C 3.88 1.66 1.15  -0.227
C 3.90 2.98 1.58  -0.137
C 2.83 3.80 1.30  -0.241
C 1.77 3.28 0.57  0.104
N 1.76 2.01 0.14  -0.484
H 1.09 -5.66 -0.13  0.208
H -0.56 -5.02 -0.20  0.206
H 0.76 -3.98 0.34  0.230
H 0.48 -5.09 -2.50  0.198
H 1.78 -4.05 -1.93  0.212
H -0.87 -3.23 -2.72  0.407
H 3.10 -2.19 0.51  0.260
H 4.25 -1.01 1.17  0.216
H 4.29 -1.45 -0.55  0.244
H 4.71 1.01 1.36  0.227
H 4.75 3.35 2.13  0.225
H 2.80 4.83 1.61  0.236
H 0.92 3.89 0.30  0.237
N -3.62 -0.84 -0.21  -0.728
C -3.16 0.32 0.64  -0.621
C -4.24 0.62 1.68  -0.623
P -1.55 -0.27 1.41  2.389
O -1.79 -0.14 2.99  -0.989
O -1.45 -1.69 1.00  -1.124
O -0.45 0.72 1.07  -1.126
P -3.02 1.72 -0.61  2.389
O -3.70 2.92 0.21  -0.994
O -3.85 1.24 -1.75  -1.120
O -1.59 2.13 -0.89  -1.106
H -4.42 -1.31 0.21  0.415
H -2.83 -1.51 -0.26  0.481
H -3.87 -0.43 -1.14  0.481
H -4.39 -0.25 2.33  0.220
H -5.18 0.88 1.19  0.225
H -3.95 1.45 2.31  0.250
H -1.33 0.63 3.35  0.512
H -3.54 3.77 -0.22  0.519
Se 1.08 2.18 -3.01  -0.085
C 1.19 3.87 -2.35  0.033
N 1.27 4.94 -1.92  -0.451



[3]
Density functional theory data (ωB97M-V with the def2-TZVPD basis set) for a 2-piece molecular cluster, C3H6OS overall in a non-equilibrium geometry.

Its highest occupied orbital energy is -0.35617 Eh. Its net charge is 0. For the gap between HOMO and LUMO, the calculation gives 10.472 eV. The spin multiplicity is 1. Its energy relative to the best compared isomer or geometry (same formula, charge and spin) is 2.113 eV. Its energy is -591.2553 Eh. As for the SMILES: O=CS.C=C.

Each line ends with the natural charge from an NBO analysis.
Cartesian coordinates (Å):
O -2.14 1.01 -0.58  -0.518
C -2.72 0.49 0.28  0.275
S -3.21 -1.18 0.33  0.004
H -3.03 0.82 1.31  0.124
H -2.75 -1.40 -0.83  0.120
C 0.95 0.35 0.11  -0.376
C 2.12 0.84 -0.37  -0.400
H 1.01 -0.48 0.69  0.168
H -0.06 0.75 0.04  0.203
H 3.01 0.26 -0.38  0.202
H 1.99 1.86 -0.69  0.197



[4]
Density functional theory data (ωB97M-V with the def2-TZVPD basis set) for an isolated ion of composition C4H8NS2 and charge +1 in a non-equilibrium geometry.

Its highest occupied orbital energy is -0.45264 Eh. Its net charge is +1. For the gap between HOMO and LUMO, the calculation gives 7.442 eV. The spin multiplicity is 1. Its energy relative to the best compared isomer or geometry (same formula, charge and spin) is 1.307 eV. Its energy is -1008.0237 Eh.

Each line ends with the natural charge from an NBO analysis.
Cartesian coordinates (Å):
C 1.17 0.59 -0.02  -0.187
C 2.50 0.32 -0.08  -0.357
C 0.20 -0.08 -0.97  -0.282
C -1.94 -0.40 0.13  0.042
N -0.83 -0.88 -0.33  -0.449
S 0.63 1.80 1.09  0.049
S -3.09 -1.56 0.62  0.210
H 3.19 0.71 0.61  0.220
H 2.71 -0.42 -0.80  0.201
H -0.13 0.72 -1.57  0.242
H 0.81 -0.69 -1.56  0.247
H -2.17 0.75 0.27  0.294
H 1.77 1.72 1.76  0.154
H -0.77 -1.84 -0.28  0.425
H -4.04 -0.73 1.13  0.193



[5]
Density functional theory data (ωB97M-V with the def2-TZVPD basis set) for a 2-piece molecular cluster, C6H18NO overall in a non-equilibrium geometry.

Its highest occupied orbital energy is -0.51267 Eh. Its net charge is +1. For the gap between HOMO and LUMO, the calculation gives 10.686 eV. The spin multiplicity is 1. Its energy relative to the best compared isomer or geometry (same formula, charge and spin) is 1.479 eV. Its energy is -369.1231 Eh.

Each line ends with the natural charge from an NBO analysis.
Cartesian coordinates (Å):
C 1.76 -1.82 -1.97  -0.633
C 2.51 -0.63 -1.28  -0.426
C 1.71 -0.13 -0.10  -0.390
C 0.61 0.93 -0.29  -0.428
C -0.76 0.70 -0.93  -0.416
C -1.42 -0.55 -0.19  -0.236
N -2.45 -0.01 0.77  -0.692
H 1.36 -1.44 -2.91  0.215
H 2.35 -2.71 -2.19  0.232
H 1.03 -2.37 -1.33  0.195
H 2.87 0.13 -1.97  0.220
H 3.50 -0.95 -0.98  0.226
H 1.27 -0.98 0.49  0.179
H 2.39 0.31 0.60  0.228
H 0.39 1.61 0.53  0.207
H 1.15 1.66 -0.89  0.228
H -1.36 1.60 -1.00  0.224
H -0.72 0.24 -1.95  0.227
H -0.74 -1.26 0.25  0.241
H -1.89 -1.10 -1.02  0.233
H -3.09 -0.71 1.12  0.434
H -2.16 0.58 1.58  0.478
H -3.01 0.64 0.21  0.432
H -1.68 1.06 3.99  0.495
H -0.53 1.82 3.39  0.503
O -1.32 1.35 3.14  -0.976



[6]
Density functional theory data (ωB97M-V with the def2-TZVPD basis set) for C5H10InMgO4 as an isolated structure in a non-equilibrium geometry.

Its highest occupied orbital energy (spin up / spin down) is -0.35433 / -0.35432 Eh. Its net charge is +1. For the gap between HOMO and LUMO (spin up / spin down), the calculation gives 4.217 / 4.216 eV. The spin multiplicity is 1. Its energy is -887.2694 Eh.

Each line ends with the Mulliken charge.
Cartesian coordinates (Å):
O -1.07 1.27 1.60  -0.548
C -1.91 0.19 1.45  -0.404
C -1.26 -1.04 0.84  -0.250
O 0.04 -0.79 0.46  -0.430
C 1.26 -1.51 0.58  -0.379
C 2.18 -0.80 -0.40  -0.435
O 2.15 0.60 -0.23  -0.463
In 0.39 1.25 0.34  0.944
H -2.77 0.44 0.79  0.220
H -2.39 -0.13 2.40  0.360
H -1.14 -1.78 1.66  0.353
H -2.11 2.18 -1.53  0.250
H 1.11 -2.56 0.31  0.402
H 1.62 -1.43 1.62  0.291
H 1.80 -1.12 -1.39  0.262
H 3.23 -1.13 -0.30  0.387
C -1.22 1.77 -2.01  -0.024
O -0.06 1.65 -1.54  -0.399
Mg 3.24 1.97 -1.26  0.403
H -1.24 2.15 -3.05  0.288
H -1.87 -1.17 -0.34  0.172